No. 1
# C34H30CoN5O2P2S

A molecular structure, C34H30CoN5O2P2S (wB97M-V/def2-TZVPD, the Open Molecules 2025 dataset).

The geometry in XYZ format:
```
75
Properties=species:S:1:pos:R:3:forces:R:3:lowdin_spin:R:1
Co 0.113799 0.743752 0.709964 -1.8 0.3 0.0 1.07
N -0.090662 -2.156299 0.526258 -0.5 0.2 0.1 0.00
P -0.236843 -1.168529 1.921681 1.6 0.0 0.1 -0.02
C 1.397056 -1.295800 2.728156 0.0 -0.2 0.0 0.00
C 2.212630 -0.169906 2.766135 0.1 0.0 0.1 0.01
C 3.498472 -0.237125 3.296090 -0.1 0.0 0.0 0.00
C 3.969674 -1.440995 3.790432 0.0 0.0 0.0 0.00
C 3.156626 -2.573041 3.771804 0.0 0.1 0.0 0.00
C 1.877989 -2.499813 3.250988 0.0 0.1 -0.1 0.00
C -1.263887 -2.014219 3.131742 -0.5 0.2 -0.3 -0.01
C -1.583680 -3.361873 3.001103 0.0 0.0 0.1 0.00
C -2.291031 -3.999408 4.012810 0.0 0.0 -0.1 0.00
C -2.679580 -3.295002 5.141618 0.0 0.0 0.0 0.00
C -2.375716 -1.944128 5.263568 0.0 0.0 0.0 0.00
C -1.675658 -1.300300 4.257106 0.0 0.0 0.0 0.00
P 0.376866 -1.002835 -0.711500 0.6 -0.4 1.0 -0.03
C -0.424726 -1.793947 -2.114268 -0.2 0.5 -0.2 0.00
C -1.788678 -2.085368 -2.049603 0.0 0.0 0.0 0.00
C -2.393974 -2.786332 -3.079354 0.0 0.0 0.0 0.00
C -1.642749 -3.178643 -4.181531 0.0 0.0 0.0 0.00
C -0.299476 -2.843098 -4.267909 0.0 0.0 0.0 0.00
C 0.313709 -2.140397 -3.239775 -0.1 0.0 0.0 0.00
C 2.159434 -1.285046 -0.856826 0.0 -0.1 -0.2 0.00
C 2.664225 -2.587008 -0.861093 0.0 0.0 0.0 0.00
C 4.030992 -2.799153 -0.883054 0.0 0.0 0.0 0.00
C 4.903110 -1.714005 -0.901188 0.0 0.0 0.0 0.00
C 4.406845 -0.419403 -0.902683 -0.1 0.0 0.0 0.00
C 3.034164 -0.202397 -0.878921 0.0 0.0 -0.1 0.00
H -0.893168 -2.729714 0.291095 0.2 -0.2 0.0 0.00
H 1.854359 0.792381 2.409238 -0.1 0.0 -0.1 0.00
H 4.121494 0.647350 3.322891 0.0 0.0 0.0 0.00
H 4.972021 -1.502638 4.194525 0.0 0.0 0.0 0.00
H 3.524951 -3.509630 4.170500 0.0 0.0 0.0 0.00
H 1.247069 -3.380949 3.249777 0.0 0.0 0.0 0.00
H -1.268940 -3.926808 2.132192 0.0 0.0 0.0 0.00
H -2.534683 -5.049204 3.916688 0.0 0.0 0.0 0.00
H -3.222197 -3.799256 5.930383 0.0 0.0 0.0 0.00
H -2.687426 -1.394195 6.141537 0.0 0.0 0.0 0.00
H -1.441915 -0.245547 4.348975 0.0 0.0 0.0 0.00
H -2.385101 -1.758490 -1.204020 0.0 0.0 0.0 0.00
H -3.448073 -3.023811 -3.024148 0.0 0.0 0.0 0.00
H -2.109944 -3.741859 -4.978772 0.0 0.0 0.0 0.00
H 0.278456 -3.131328 -5.136093 0.0 0.0 0.0 0.00
H 1.357869 -1.868644 -3.314008 0.0 0.0 0.0 0.00
H 1.984805 -3.431093 -0.832865 0.0 0.0 0.0 0.00
H 4.420200 -3.808995 -0.888515 0.0 0.0 0.0 0.00
H 5.972368 -1.882820 -0.913391 0.0 0.0 0.0 0.00
H 5.083260 0.424842 -0.921048 0.0 0.0 0.0 0.00
H 2.651593 0.811559 -0.916039 0.0 0.0 0.0 0.00
N -4.140362 4.680812 -5.205735 0.1 -0.1 0.1 0.00
C -3.094166 4.183359 -4.475093 -0.2 0.1 -0.1 0.00
C -2.410714 5.003181 -3.568213 0.0 0.1 0.1 0.00
C -1.387417 4.498684 -2.797434 0.1 0.0 -0.1 0.00
C -1.021735 3.159940 -2.927414 -0.3 0.1 0.0 0.00
C -1.684131 2.332501 -3.832859 0.0 0.1 0.1 0.00
C -2.705992 2.844494 -4.604658 0.0 -0.1 0.0 0.00
S 0.204081 2.497424 -1.894734 0.1 0.0 0.0 0.00
O 0.525403 1.183149 -2.405550 0.1 -0.1 0.0 0.00
O 1.262718 3.445454 -1.698580 0.0 0.0 0.0 0.00
N -0.500487 2.180315 -0.431199 0.6 -0.1 0.0 0.00
C -0.535445 3.102156 0.588470 0.0 -0.1 -0.4 0.00
N -0.729724 4.402326 0.460678 0.0 0.1 0.2 0.00
C -0.728221 5.092302 1.599857 0.0 0.0 -0.1 0.00
C -0.547643 4.511296 2.849298 0.0 0.1 0.0 0.00
C -0.348012 3.149039 2.876965 0.0 -0.3 0.0 0.00
N -0.343999 2.439553 1.750292 0.2 -0.1 0.0 -0.01
H -4.342924 5.662792 -5.194939 0.0 0.0 0.0 0.00
H -4.547865 4.134948 -5.941493 0.0 0.0 0.0 0.00
H -2.691357 6.046109 -3.478679 0.0 0.0 0.0 0.00
H -0.862688 5.132639 -2.096016 0.0 0.0 0.0 0.00
H -1.380492 1.299652 -3.935999 0.0 0.0 0.0 0.00
H -3.212378 2.210436 -5.322807 0.0 0.0 0.0 0.00
H -0.877573 6.162164 1.507114 0.0 0.0 0.0 0.00
H -0.556950 5.096439 3.756008 0.0 0.0 0.0 0.00
H -0.187854 2.608002 3.802067 0.0 0.0 0.0 0.00
```
Positions in Å, forces in eV/Å.

Results
Total charge: +1
M: 693.60 g/mol
Maximum force: 0.0365 Eh/bohr
2S+1: 2
Frontier orbital gap (alpha / beta): 6.81 / 7.62 eV
Total energy: -4201.402885 hartree
⟨S²⟩: 0.7894
ΔE to the lowest compared entry with this formula, charge and spin: 10.4 kcal per mole

***

No. 2
# C7H15O2

A gas-phase ion, C7H15O2 (charge +1) (wB97M-V/def2-TZVPD, the Open Molecules 2025 dataset).

The geometry in XYZ format:
```
24
Properties=species:S:1:pos:R:3:forces:R:3:nbo_charge:R:1
C -1.050588 -1.058795 -0.012035 1.5 -0.2 -0.8 -0.09
C -1.418652 0.409319 0.353359 -1.6 -1.1 -1.9 0.06
C 0.845740 1.034297 0.119093 -0.4 1.3 -1.2 0.80
C -2.742168 0.775765 -0.376504 1.1 -1.6 -0.6 -0.62
C 1.806334 1.301535 -1.029025 -1.1 0.3 0.1 -0.73
C 1.248882 0.971608 1.575824 2.6 -1.6 -0.9 -0.76
C 1.024201 -2.430986 -0.259305 -0.1 -1.1 0.2 -0.25
O -0.391052 1.143933 -0.320774 2.3 0.0 0.8 -0.44
O 0.416811 -1.247171 0.142142 -2.1 3.0 -0.2 -0.56
H -1.562852 -1.824600 0.525775 -0.4 -0.3 1.0 0.22
H -1.388218 -1.244189 -1.061020 0.7 0.4 0.5 0.20
H -1.525570 0.742901 1.359133 0.4 -0.3 1.0 0.22
H -2.833386 0.263441 -1.366945 0.0 0.3 0.9 0.22
H -2.741917 1.801391 -0.560957 0.1 1.9 -0.3 0.24
H -3.598884 0.599822 0.230602 -0.6 -0.5 0.5 0.24
H 1.368866 2.001655 -1.778217 -0.4 -1.1 0.3 0.27
H 1.910522 0.257294 -1.412417 0.5 0.9 -0.2 0.29
H 2.714156 1.847990 -0.817611 0.6 -0.7 0.8 0.26
H 1.159092 1.982944 1.973273 -0.4 -0.1 0.3 0.29
H 2.407941 0.711091 1.659583 -2.4 0.7 -0.5 0.27
H 0.777686 0.118093 2.082285 -0.3 0.9 0.2 0.28
H 2.025016 -2.388253 0.182192 -0.4 -0.6 0.5 0.21
H 0.290176 -3.163841 0.105598 1.2 -0.8 -0.1 0.19
H 1.257866 -2.605248 -1.314059 -0.8 0.5 -0.3 0.19
```
Positions in Å, forces in eV/Å.

Results
Total charge: +1
M: 131.19 g/mol
Maximum force: 0.0704 Eh/bohr
Frontier orbital gap: 9.88 eV
Total energy: -425.859943 hartree
ΔE to the lowest compared entry with this formula, charge and spin: 33.8 kcal per mole

***

No. 3
# C19H12Cl2N7O6PtS2

A molecular structure, C19H12Cl2N7O6PtS2 (wB97M-V/def2-TZVPD, the Open Molecules 2025 dataset).

The geometry in XYZ format:
```
49
Properties=species:S:1:pos:R:3:forces:R:3:nbo_charge:R:1
Pt 0.421539 2.635828 -0.065801 0.1 0.2 -0.4 0.60
O 2.269505 2.187611 3.827316 1.1 0.0 -0.9 -0.46
C 1.678132 2.262173 2.834039 -2.2 0.1 1.8 1.05
O 0.773065 2.323196 2.095926 1.1 0.0 -0.4 -0.53
C 4.068254 2.201800 0.909627 1.2 0.0 -1.1 0.99
O 4.901151 1.917501 1.673163 -0.6 0.0 0.5 -0.53
O 3.364240 2.480132 0.034059 0.0 -0.1 0.6 -0.47
S 0.156822 3.016937 -2.239721 0.1 0.2 -0.3 -0.01
C 0.287564 4.758963 -2.375909 0.0 -0.2 0.0 -0.30
C 0.242134 5.293587 -3.699829 0.0 0.0 0.0 0.28
N 0.204190 5.694600 -4.778284 0.0 0.0 0.0 -0.34
C 0.412672 5.546682 -1.286574 0.0 -0.1 0.2 -0.30
S 0.465266 4.862368 0.318484 0.1 0.2 -0.1 -0.10
C 0.493959 6.969456 -1.388260 0.0 0.0 0.0 0.28
N 0.559265 8.117646 -1.438988 0.0 0.0 0.0 -0.34
Cl -4.921960 3.540063 -1.206938 0.0 0.0 0.0 -0.04
C -4.487773 2.262191 -0.047465 0.0 -0.1 -0.2 -0.30
Cl -4.867116 2.767073 1.619572 0.0 0.0 0.0 -0.06
C -2.983344 1.877726 -0.216150 0.0 0.3 0.0 0.74
O -2.815861 0.787777 -0.803120 0.0 -0.2 0.1 -0.77
O -2.159871 2.686709 0.238048 -0.6 -0.4 0.3 -0.76
H -5.114627 1.408320 -0.272372 0.0 0.0 0.0 0.22
C -1.100309 -0.165055 1.528445 0.0 -0.1 0.0 -0.68
C -0.430905 -0.311782 0.209640 0.1 -0.1 0.0 0.48
N 0.408418 0.527774 -0.369391 -0.4 0.2 -0.1 -0.54
C 0.797872 -0.047555 -1.563058 0.3 -0.1 0.1 -0.06
C 0.208014 -1.254669 -1.694474 0.0 0.0 0.0 -0.09
N -0.557666 -1.419622 -0.556436 0.0 0.0 0.0 -0.36
C -1.443685 -2.525891 -0.301467 0.0 0.1 0.0 -0.03
N -0.729761 -3.779259 -0.348471 0.0 0.0 -0.1 -0.21
N -1.080185 -4.735502 -1.236353 0.0 0.0 0.0 -0.01
N -0.292936 -5.735565 -1.122633 0.0 0.0 0.0 -0.22
C 0.630625 -5.449951 -0.138806 0.0 0.0 0.0 0.02
C 1.701301 -6.202011 0.354464 0.0 0.0 0.0 -0.17
C 2.465721 -5.629769 1.343058 0.0 0.0 0.0 -0.23
C 2.185823 -4.336898 1.836906 0.0 0.0 0.0 -0.19
C 1.135223 -3.585851 1.363806 0.0 0.0 0.0 -0.25
C 0.358915 -4.179647 0.363162 0.0 0.0 0.0 0.15
H -0.813474 0.769168 1.991132 -0.1 0.1 -0.1 0.26
H -0.813544 -0.982855 2.196918 0.0 0.0 0.0 0.20
H -2.182720 -0.167792 1.404561 0.0 0.1 0.0 0.27
H 1.492816 0.451454 -2.215257 -0.1 0.0 0.0 0.24
H 0.257631 -2.005580 -2.462906 0.0 0.0 0.0 0.23
H -2.231842 -2.574773 -1.050393 0.0 0.0 0.0 0.25
H -1.893119 -2.383367 0.678375 0.0 0.0 0.0 0.22
H 1.910888 -7.188394 -0.035994 0.0 0.0 0.0 0.23
H 3.307640 -6.172432 1.751967 0.0 0.0 0.0 0.22
H 2.824032 -3.922640 2.606593 0.0 0.0 0.0 0.22
H 0.938016 -2.589880 1.735772 0.0 0.0 0.0 0.22
```
Positions in Å, forces in eV/Å.

Results
Total charge: -1
M: 764.47 g/mol
Maximum force: 0.0553 Eh/bohr
Frontier orbital gap: 5.79 eV
Total energy: -3402.210358 hartree
ΔE to the lowest compared entry with this formula, charge and spin: 0.0 kcal per mole

***

> Which formula does entry 3 have?

C19H12Cl2N7O6PtS2

***

> maximum force of number 1 (C34H30CoN5O2P2S)?

0.0365 Eh/bohr

***

> What is the formula in the second record?

C7H15O2